53
Properties=species:S:1:pos:R:3:forces:R:3:nbo_charge:R:1 method="wB97M-V/def2-TZVPD" de_lowest_kj_mol=23.7 total_charge=+2 energy_ev=-66801.93194
Ti -0.91654 0.62132 0.72458 -0.21 -0.45 -0.10 1.85
O 2.59945 4.80589 0.88726 0.01 -0.23 -0.07 -0.62
C 3.20499 3.77089 0.29172 -0.04 0.27 0.09 0.40
C 4.56122 3.91183 0.00541 0.07 0.01 -0.02 -0.27
C 5.24047 2.89746 -0.62460 0.09 -0.05 -0.04 -0.10
C 4.60468 1.69869 -0.99267 0.01 0.11 0.05 -0.23
C 3.28095 1.53614 -0.70001 -0.07 0.02 0.02 -0.15
C 2.55665 2.56730 -0.05022 0.06 -0.23 -0.06 -0.22
C 1.18280 2.36449 0.25548 -0.13 -0.24 -0.14 0.55
O 0.65074 1.10487 0.03996 0.16 0.20 0.09 -0.67
N 0.35479 3.23457 0.73953 -0.32 -0.09 0.06 -0.38
N -0.91532 2.65352 0.83842 0.52 0.34 0.07 -0.44
C -1.91533 3.49714 0.85564 0.01 -0.01 0.03 0.24
C -3.27433 3.12294 0.69255 0.03 0.37 0.06 -0.22
C -4.28211 4.10277 0.71068 -0.07 0.02 -0.01 -0.09
C -5.57943 3.75421 0.40736 0.03 -0.05 0.00 -0.20
C -5.88083 2.43474 0.05551 0.01 -0.03 -0.01 -0.09
C -4.90229 1.44773 0.02171 -0.27 0.04 0.03 -0.26
C -3.62143 1.80932 0.36227 0.50 -0.40 -0.09 0.40
O -2.61712 0.88228 0.38394 -0.77 0.38 0.17 -0.67
H 1.65558 4.62172 1.01597 0.00 0.08 0.03 0.50
H 5.04925 4.83453 0.28744 0.00 -0.01 -0.02 0.25
H 6.29250 3.02978 -0.84299 -0.01 -0.01 0.00 0.24
H 5.15716 0.91998 -1.49892 0.00 0.01 0.01 0.23
H 2.76881 0.62089 -0.97019 0.01 0.02 0.02 0.23
H -1.65666 4.55067 0.92166 -0.02 0.01 0.00 0.25
H -4.02532 5.12547 0.95749 -0.01 -0.01 0.00 0.24
H -6.36178 4.49996 0.42865 0.01 -0.02 -0.01 0.26
H -6.89839 2.17112 -0.20262 0.01 0.01 0.01 0.25
H -5.13292 0.42678 -0.24919 0.00 0.02 0.00 0.25
Te -1.37504 -1.93813 -0.46330 0.48 0.11 -0.57 0.66
C -1.32240 -3.74529 0.57363 -0.04 0.19 0.27 -0.27
C -1.63763 -4.86444 -0.18164 0.05 -0.22 0.19 -0.23
C -1.52925 -6.11025 0.42543 -0.03 0.01 -0.07 -0.17
C -1.12761 -6.21292 1.74976 0.01 0.05 0.01 -0.16
C -0.83414 -5.07334 2.48834 -0.01 0.04 0.05 -0.20
C -0.93251 -3.81842 1.90347 -0.04 -0.29 0.00 -0.18
C 0.63385 -2.02439 -1.13844 -0.03 -0.07 -0.06 -0.29
C 0.90077 -1.99202 -2.50071 0.03 0.05 -0.01 -0.17
C 2.21515 -2.13557 -2.93447 -0.02 0.02 0.03 -0.20
C 3.23763 -2.31840 -2.01478 -0.01 0.01 0.01 -0.18
C 2.95971 -2.34440 -0.65240 -0.03 0.03 -0.02 -0.18
C 1.65359 -2.19319 -0.20868 0.08 -0.04 -0.02 -0.26
H -1.95491 -4.78966 -1.21326 0.01 0.02 -0.01 0.24
H -1.76585 -7.00005 -0.14265 0.01 0.01 0.01 0.24
H -1.04915 -7.18702 2.21338 0.00 0.01 -0.01 0.24
H -0.53226 -5.15702 3.52394 0.00 -0.02 -0.01 0.24
H -0.71574 -2.93197 2.48334 0.03 0.02 0.00 0.20
H 0.10706 -1.87144 -3.22660 -0.02 -0.01 0.01 0.22
H 2.43248 -2.11980 -3.99432 -0.01 -0.01 0.01 0.24
H 4.25482 -2.45271 -2.35903 -0.01 0.01 0.00 0.24
H 3.75752 -2.49156 0.06407 -0.02 0.00 -0.01 0.24
H 1.44366 -2.24700 0.85311 -0.02 -0.01 0.02 0.22